Record 1
# C38H36BrF4N11PSSiW

A structure of composition C38H36BrF4N11PSSiW (wB97M-V/def2-TZVPD, OMol25).

```
! wB97M-V def2-TZVPD RIJCOSX def2/J DEFGRID3
* xyz 1 3
W 0.64763 0.01491 -0.68641
C 1.88937 3.07270 -1.32284
C 1.67579 2.87158 0.16249
N 1.92812 1.46875 0.53921
C 3.35500 1.09897 0.61191
C 3.98070 0.70618 -0.72735
S 2.87972 -0.37305 -1.73164
C 2.75548 0.48034 -3.32868
C 1.87175 1.73753 -3.38131
N 1.18532 2.02713 -2.10378
H 2.94948 3.01815 -1.55377
H 1.55630 4.07308 -1.60523
H 0.65022 3.10648 0.42045
H 2.31904 3.55797 0.72124
H 1.52151 1.35143 1.47368
H 3.43402 0.24802 1.28508
H 3.93945 1.92257 1.03423
H 4.87298 0.11149 -0.53659
H 4.26742 1.55276 -1.34412
H 2.33658 -0.29340 -3.97264
H 3.77674 0.67008 -3.65754
H 1.11546 1.58321 -4.14458
H 2.47053 2.59783 -3.68326
H 0.25975 2.37956 -2.33369
N -1.56692 3.32788 1.31507
C -0.89593 2.97700 2.47159
N -1.36403 3.31879 3.68842
N -0.47115 2.89626 4.53532
N 0.47815 2.32316 3.83496
N 0.26133 2.35785 2.52092
C -1.81091 2.55739 0.20371
N -2.77137 2.98004 -0.64080
N -2.74803 2.17361 -1.66673
N -1.84224 1.27655 -1.45166
N -1.19859 1.46895 -0.26593
H -2.32628 3.97823 1.47574
F 2.20844 -5.79526 4.44411
C 1.77449 -4.74370 3.76569
C 0.65465 -4.04977 4.18068
F 0.03141 -4.40403 5.29734
C 0.20012 -2.97118 3.45034
F -0.86776 -2.34657 3.95482
C 0.81958 -2.49896 2.28398
P 0.13636 -0.93919 1.55980
C -1.63688 -1.40726 1.49197
C -2.61243 -0.52636 1.95163
C -3.93906 -0.92309 2.03429
C -4.30174 -2.20933 1.66293
C -3.33946 -3.08936 1.18899
C -2.01677 -2.68772 1.09350
C 1.60382 1.67461 4.42936
C 1.38901 0.79744 5.47824
C 2.48009 0.16172 6.05065
C 3.75897 0.40499 5.56909
C 3.95664 1.29462 4.52114
C 2.87443 1.93929 3.94432
C 1.98195 -3.19356 1.93555
Br 3.08260 -2.69999 0.48668
C 2.43628 -4.29946 2.64195
F 3.53356 -4.94784 2.25253
H -2.32609 0.46850 2.27759
H -4.68505 -0.24239 2.42498
H -5.33181 -2.52854 1.75810
H -3.61951 -4.09382 0.89797
H -1.26039 -3.37983 0.74027
H 0.38136 0.61474 5.82637
H 2.33159 -0.53738 6.86270
H 4.60918 -0.09058 6.02027
H 4.95842 1.49843 4.16585
H 3.00933 2.66632 3.15239
C -5.07068 -2.81695 -2.89746
C -5.08538 -1.45476 -3.17192
C -3.94593 -0.69403 -2.96929
C -2.77875 -1.28388 -2.47490
C -2.77465 -2.65317 -2.21795
C -3.91645 -3.41727 -2.42261
Si -1.21417 -0.25613 -2.33956
C -0.95007 0.34796 -4.11161
C -1.42174 1.56433 -4.61585
C -1.22022 1.90740 -5.94743
C -0.54145 1.04578 -6.79711
C -0.07332 -0.17071 -6.31661
C -0.27680 -0.51125 -4.98765
H -5.96017 -3.41250 -3.06159
H -5.98024 -0.98902 -3.56463
H -3.96793 0.36750 -3.19053
H -1.86431 -3.12290 -1.86601
H -3.89791 -4.48046 -2.21783
H 0.71142 -1.58718 -1.05025
H -1.96995 2.24433 -3.97480
H -1.59865 2.85019 -6.32303
H -0.39055 1.31049 -7.83561
H 0.44917 -0.85196 -6.97620
H 0.08097 -1.47124 -4.62110
*
```

Results
* E: -6141.3052 a.u.
* HOMO energy (spin up / spin down): -9.89 / -9.84 eV
* HOMO-LUMO gap (spin up / spin down): 7.71 / 6.35 eV


Record 2
# C38H36CoN8O5

A structure of composition C38H36CoN8O5 (wB97M-V/def2-TZVPD, OMol25).

```
! wB97M-V def2-TZVPD RIJCOSX def2/J DEFGRID3
* xyz 0 2
Co -1.52446 0.35217 0.19031
O -3.52574 -2.59591 -1.68873
C -2.89729 -1.64221 -1.29359
N -2.69843 -1.16893 -0.02948
C -3.25203 -1.70554 1.09658
O -4.10343 -2.55185 1.22992
C -2.63036 -1.05985 2.33467
C -2.89674 -1.55318 3.59540
C -2.26227 -0.98362 4.68949
C -1.37871 0.05720 4.47297
C -1.17008 0.49198 3.17549
N -1.79304 -0.04807 2.12818
C -2.16402 -0.75097 -2.29751
C -2.21981 -1.02100 -3.64810
C -1.56582 -0.17446 -4.53204
C -0.88237 0.91221 -4.02223
C -0.87334 1.11110 -2.65170
N -1.50152 0.29573 -1.80416
H -3.59074 -2.38175 3.67635
H -2.44109 -1.35457 5.69347
H -0.85634 0.53208 5.29363
H -0.48400 1.30122 2.94863
H -2.78512 -1.89090 -3.96033
H -1.58662 -0.35816 -5.60054
H -0.36545 1.60875 -4.67228
H -0.35465 1.95151 -2.20314
C 3.25460 0.15582 -2.37709
O 3.94392 0.80695 -1.30354
C 4.65369 -0.02059 -0.47908
C 6.03029 0.15998 -0.43453
C 6.83266 -0.63149 0.36764
C 6.24652 -1.63098 1.13503
C 4.87399 -1.79792 1.11279
C 4.04610 -0.98946 0.32819
N 2.66360 -1.26635 0.34046
C 1.55922 -0.42348 0.37509
N 1.83426 0.88592 0.51939
C 0.96603 2.01994 0.50095
C -0.42319 1.97494 0.37514
C -1.04919 3.24334 0.35365
C -0.36553 4.44209 0.45408
C 1.01984 4.44734 0.59902
C 1.67283 3.23281 0.62754
O 3.02897 3.10539 0.78071
C 3.79843 4.29255 0.79827
N 0.35797 -0.90003 0.33795
C 0.21630 -2.30299 0.21654
C -0.15290 -3.06359 1.31864
C -0.40659 -4.43061 1.20868
C -0.27303 -5.05105 -0.01855
C 0.15007 -4.32342 -1.12670
C 0.41172 -2.96640 -1.01098
O 0.89440 -2.21642 -2.03556
C 1.19641 -2.92442 -3.22527
H 2.70031 0.93312 -2.89800
H 2.55866 -0.60491 -2.02265
H 3.97360 -0.29976 -3.06198
H 6.45289 0.93290 -1.06689
H 7.90592 -0.48174 0.38036
H 6.85528 -2.27086 1.76252
H 4.40881 -2.56651 1.72259
H 2.42537 -2.21944 0.56064
H 2.80605 1.14057 0.51302
H -2.12665 3.28461 0.24999
H -0.90068 5.38648 0.42432
H 1.56082 5.37895 0.69226
H 4.83788 3.98451 0.86344
H 3.55155 4.91396 1.66157
H 3.65073 4.87352 -0.11474
H -0.25262 -2.55790 2.27537
H -0.72196 -4.99548 2.07926
H -0.48747 -6.10746 -0.12533
H 0.24936 -4.82201 -2.08244
H 1.58919 -2.19266 -3.92563
H 0.30481 -3.38986 -3.65359
H 1.95063 -3.69568 -3.04569
C -4.48782 1.95246 2.43793
C -4.61778 1.91657 0.95113
N -3.71818 1.54016 0.07234
C -4.30009 1.72397 -1.17047
C -5.56213 2.20736 -1.03842
N -5.75436 2.32736 0.31959
H -3.43700 1.95776 2.71224
H -4.96262 1.08184 2.89935
H -4.95507 2.85239 2.84018
H -3.76795 1.50079 -2.08378
H -6.31787 2.46856 -1.76253
H -6.58955 2.64553 0.77435
*
```

Results
* E: -3666.7539 a.u.
* HOMO energy (spin up / spin down): -7.09 / -7.22 eV
* HOMO-LUMO gap (spin up / spin down): 7.50 / 7.63 eV


Record 3
# C38H36CrN6O2S

A structure of composition C38H36CrN6O2S (wB97M-V/def2-TZVPD, OMol25).

```
! wB97M-V def2-TZVPD RIJCOSX def2/J DEFGRID3
* xyz 0 5
Cr -1.49709 -1.54873 -0.64408
C 1.40089 2.33442 2.04849
C 1.14107 1.87942 3.48361
C 2.49292 1.57079 4.14057
C 0.45599 3.02548 4.23907
C 0.25763 0.63631 3.54097
C -0.06438 0.07606 4.79421
C -0.83849 -1.05670 4.92296
C -1.31375 -1.66569 3.76368
S -2.27242 -3.10030 3.55717
C -2.20180 -2.89018 1.83570
N -1.52820 -1.83440 1.44990
C -1.01335 -1.12261 2.51748
C -0.23380 0.02899 2.40243
C -2.83183 -3.77183 0.85155
C -3.58556 -4.87873 1.24570
C -4.17788 -5.65724 0.27087
C -3.99917 -5.31693 -1.07003
C -3.24211 -4.21192 -1.43087
C -2.62531 -3.37945 -0.48606
H 2.04933 3.21131 2.06183
H 0.47428 2.61133 1.54038
H 1.90174 1.56487 1.45733
H 3.13839 2.45012 4.10159
H 2.99922 0.75415 3.62324
H 2.37732 1.28623 5.18634
H 1.07470 3.92410 4.20036
H 0.29499 2.77638 5.28795
H -0.51439 3.25792 3.79689
H 0.31011 0.54544 5.69431
H -1.06230 -1.46116 5.90059
H -0.02187 0.40904 1.41260
H -3.71249 -5.13465 2.29249
H -4.77029 -6.52077 0.54351
H -4.46261 -5.92977 -1.83503
H -3.12813 -3.98178 -2.48557
C 2.63778 4.56758 -0.78484
O 3.81816 3.79514 -0.72025
C 3.92624 2.75019 -1.58337
C 5.07494 1.97131 -1.46435
C 5.27109 0.90810 -2.32170
C 4.31080 0.56962 -3.26870
C 3.18005 1.36052 -3.40102
C 2.98968 2.45590 -2.57083
N 4.67294 -0.50663 -4.16743
N 3.85151 -1.33179 -4.58327
C 2.52850 -1.40942 -4.01170
C 1.47369 -1.42035 -4.88647
C 0.13621 -1.38742 -4.46228
C -0.16767 -1.40199 -3.10701
O -1.36447 -1.30587 -2.61438
C 0.94597 -1.56322 -2.19537
N 0.59599 -1.72678 -0.88595
C 1.53844 -1.89405 0.01301
C 2.90370 -1.91768 -0.32805
C 3.27322 -1.74589 -1.63029
C 2.28309 -1.55057 -2.62475
H 2.67935 5.25429 0.05660
H 1.74695 3.94029 -0.69574
H 2.58938 5.13774 -1.71670
H 5.81005 2.23262 -0.71580
H 6.17700 0.31838 -2.26773
H 2.44521 1.14907 -4.16584
H 2.11565 3.07516 -2.71552
H 1.70463 -1.40144 -5.94531
H -0.67087 -1.34615 -5.18013
H 1.21512 -2.04089 1.03667
H 3.64098 -2.07519 0.44670
H 4.31968 -1.77551 -1.90498
C -3.40007 3.56694 -1.50474
C -3.55567 2.17730 -0.99129
C -4.61174 1.53811 -0.38004
C -4.17808 0.21946 -0.14348
N -2.93439 0.06272 -0.57591
N -2.56822 1.26664 -1.07191
C -4.93331 -0.89958 0.48851
H -4.32217 4.12292 -1.35312
H -3.17458 3.57122 -2.57192
H -2.59847 4.09354 -0.98487
H -5.57246 1.95857 -0.14210
H -1.70174 1.32535 -1.57880
H -5.96181 -0.59761 0.67757
H -4.48165 -1.18895 1.43876
H -4.92999 -1.78131 -0.15201
*
```

Results
* E: -3391.3534 a.u.
* HOMO energy (spin up / spin down): -6.19 / -7.18 eV
* HOMO-LUMO gap (spin up / spin down): 6.33 / 7.24 eV


Record 4
# C38H36I2N9O3Ti

A structure of composition C38H36I2N9O3Ti (wB97M-V/def2-TZVPD, OMol25).

```
! wB97M-V def2-TZVPD RIJCOSX def2/J DEFGRID3
* xyz 0 2
Ti -0.31135 0.04284 -0.24811
C 0.01207 -2.34467 2.85397
C -0.84449 -3.22003 1.97825
C -0.79931 -4.60016 2.16450
C -1.58110 -5.45523 1.41007
C -2.42949 -4.92547 0.44839
C -2.49305 -3.55607 0.23098
C -3.41643 -3.01467 -0.82649
C -1.68926 -2.69431 0.99754
N -1.69601 -1.30563 0.66806
C -2.84977 -0.66381 0.97890
O -3.72988 -1.00130 1.75759
C -3.06159 0.53536 0.06875
C -4.18795 1.33088 0.00938
C -4.33066 2.17347 -1.08946
C -3.37550 2.19202 -2.10017
C -2.26102 1.39350 -1.94716
N -2.14329 0.60416 -0.88972
C -1.07584 1.29676 -2.88375
O -1.09737 1.86963 -3.96535
N -0.10776 0.51434 -2.35362
C 1.04319 0.33360 -3.17638
C 2.04146 1.32137 -3.22304
C 1.80644 2.68577 -2.63141
C 3.23652 1.05305 -3.88214
C 3.43909 -0.15498 -4.53175
C 2.41024 -1.07916 -4.57016
C 1.20171 -0.84166 -3.92017
C 0.06263 -1.80556 -4.13707
H 0.99020 -2.80443 3.01401
H -0.45766 -2.21604 3.83183
H 0.14059 -1.35452 2.42742
H -0.13873 -5.00150 2.92531
H -1.53435 -6.52489 1.57010
H -3.04804 -5.58308 -0.15156
H -3.66156 -3.78565 -1.55714
H -2.97854 -2.16218 -1.35009
H -4.34821 -2.66541 -0.37494
H -4.92978 1.25836 0.79206
H -5.20710 2.80385 -1.17037
H -3.47012 2.80831 -2.98279
H 1.14550 2.65016 -1.76749
H 1.31040 3.31332 -3.37468
H 2.74907 3.16360 -2.35714
H 4.00842 1.81418 -3.89905
H 4.37801 -0.35771 -5.03033
H 2.52942 -1.99933 -5.13145
H 0.32153 -2.82049 -3.83073
H -0.17493 -1.83878 -5.20179
H -0.83417 -1.49051 -3.60796
I 3.17135 4.17258 5.52939
C 2.14492 2.92708 4.20390
C 0.90816 2.41283 4.56294
C 0.21152 1.63590 3.65248
I -1.69166 0.94891 4.13324
C 0.71688 1.34184 2.37048
O 0.05364 0.56335 1.56400
C 1.94599 1.93689 2.01407
C 2.47748 1.86098 0.60083
N 2.07848 0.64726 -0.10065
C 2.71863 -0.53588 0.46747
C 2.06737 -1.79187 -0.03485
C 2.69956 -3.01964 0.07394
C 2.07073 -4.15254 -0.40944
C 0.83551 -4.01808 -1.01937
C 0.27032 -2.76323 -1.08278
N 0.85480 -1.66160 -0.58746
C 2.65792 2.68931 2.94121
H 0.48205 2.61540 5.53536
H 2.08654 2.70188 0.02596
H 3.57104 1.95950 0.63175
H 2.34082 0.72620 -1.08302
H 3.78989 -0.57139 0.23555
H 2.62427 -0.49322 1.55676
H 3.67927 -3.07089 0.53048
H 2.53807 -5.12375 -0.31521
H 0.29495 -4.86670 -1.41274
H -0.69593 -2.61620 -1.54554
H 3.61409 3.11182 2.65331
N 0.20924 4.76978 2.70332
C -1.12205 4.63520 2.56089
N -1.91819 5.20679 3.47998
N -1.70071 4.01069 1.56503
C -0.99621 3.32925 0.70030
N -0.49433 2.64410 -0.09166
H 0.60029 5.08846 3.57380
H 0.79885 4.17908 2.13948
H -1.55096 5.64387 4.30430
H -2.90479 5.03471 3.40881
*
```

Results
* E: -3633.2841 a.u.
* HOMO energy (spin up / spin down): -7.12 / -8.03 eV
* HOMO-LUMO gap (spin up / spin down): 7.18 / 8.06 eV
* energy above the lowest of the compared OMol25 structures with the same formula, charge and spin: 0.0 kJ/mol


Record 5
# C38H36IN14OSSiY

A structure of composition C38H36IN14OSSiY (wB97M-V/def2-TZVPD, OMol25).

```
! wB97M-V def2-TZVPD RIJCOSX def2/J DEFGRID3
* xyz -2 1
Y 0.27561 0.37059 0.19308
N 3.76124 -1.28327 -0.57618
C 3.47094 -1.21104 0.77189
N 4.22633 -1.79449 1.69861
N 3.59195 -1.53709 2.85057
N 2.52803 -0.84827 2.62081
N 2.40146 -0.61743 1.28924
C 3.35251 -0.29088 -1.46468
N 4.08923 0.05312 -2.50446
N 3.35454 1.00742 -3.11643
N 2.25705 1.20910 -2.47691
N 2.20624 0.38129 -1.39926
H 4.69673 -1.60754 -0.76278
I -0.19930 -2.15527 -1.97287
C -0.53106 -0.87195 -3.58852
C -0.51274 -1.42328 -4.83864
C -0.77026 -0.61696 -5.96365
C -1.04076 0.70869 -5.78929
C -1.05675 1.28944 -4.49755
C -1.32763 2.67050 -4.34880
C -1.33881 3.22109 -3.10293
C -1.07612 2.42495 -1.96633
C -0.78029 1.07310 -2.01434
C -0.79286 0.50572 -3.33384
H -0.29908 -2.47672 -4.96425
H -0.74729 -1.05443 -6.95479
H -1.23845 1.34871 -6.64329
H -1.51884 3.26475 -5.23656
H -1.54489 4.27998 -2.97785
H -1.10313 2.93003 -1.00439
C 2.01291 1.02998 5.40431
C 2.23221 1.96110 4.27581
N 3.11964 2.90143 4.21414
N 2.95603 3.42816 2.95421
C 2.00821 2.81438 2.22506
S 1.55426 3.08779 0.64635
N 1.50896 1.90155 3.10631
N 0.54856 0.96331 2.75339
H 2.61229 1.35324 6.25178
H 2.31220 0.02495 5.09904
H 0.95876 0.99676 5.68326
H 3.58581 4.12536 2.60388
H 0.89669 0.04313 3.05314
H -0.34901 1.19755 3.16583
C -3.26927 -4.01327 3.10502
C -2.63489 -3.34946 1.88036
C -2.28572 -4.43183 0.85164
C -3.65167 -2.39712 1.24569
Si -1.03940 -2.39452 2.34079
O -0.61541 -1.33255 1.22985
C -1.34979 -1.47687 3.98315
C -2.25099 -0.40153 3.98305
C -2.48938 0.35043 5.12596
C -1.82950 0.04142 6.31003
C -0.92098 -1.00738 6.33179
C -0.68211 -1.74885 5.17878
C 0.29761 -3.70152 2.62002
C 1.35580 -3.76637 1.71157
C 2.35201 -4.72727 1.82174
C 2.30393 -5.65949 2.84684
C 1.25765 -5.62371 3.75942
C 0.26900 -4.65551 3.64319
H -4.18693 -4.54112 2.81307
H -3.53658 -3.27889 3.86927
H -2.60336 -4.74963 3.56082
H -3.19849 -4.95084 0.52966
H -1.59979 -5.17633 1.26237
H -1.82609 -4.00193 -0.04056
H -4.55027 -2.95400 0.94776
H -3.23584 -1.91893 0.35848
H -3.96749 -1.60795 1.93244
H -2.75115 -0.11838 3.06217
H -3.18468 1.18077 5.08348
H -2.01274 0.62536 7.20485
H -0.38296 -1.24072 7.24395
H 0.05858 -2.53923 5.20966
H 1.40980 -3.03339 0.91511
H 3.17676 -4.72304 1.12041
H 3.08525 -6.40445 2.94356
H 1.21514 -6.34630 4.56701
H -0.53399 -4.64377 4.37248
N -6.58331 3.29031 3.08254
C -5.58179 2.93294 2.63736
C -4.33252 2.49504 2.08514
C -3.13823 3.08171 2.50254
C -1.93613 2.63084 1.97306
C -1.83392 1.59724 1.02417
C -3.07376 1.07476 0.60700
C -4.29423 1.48739 1.11604
H -3.16514 3.88059 3.23619
H -1.02838 3.12825 2.31648
H -3.08348 0.30362 -0.15822
H -5.22113 1.03811 0.77623
*
```

Results
* E: -3335.4553 a.u.
* HOMO energy: -2.92 eV
* HOMO-LUMO gap: 7.01 eV
* energy above the lowest of the compared OMol25 structures with the same formula, charge and spin: 0.9 kJ/mol